## a
14
Properties=species:S:1:pos:R:3 method="wB97M-V/def2-TZVPD" smiles=Cn1cnc(N)c1Br mol_weight_g_mol=176.0 homo_energy_ev=-7.99 orbital_gap_ev=8.6
H 2.275 -0.818 1.036
Br -0.433 -1.872 1.772
H 1.949 -1.923 -0.343
N -0.856 1.186 -0.926
H 1.010 1.034 -1.933
C -1.313 0.478 0.100
C -0.363 -0.442 0.423
C 2.005 -0.858 -0.094
N 0.783 -0.143 -0.228
H -2.798 0.651 1.469
C 0.448 0.770 -1.097
H -2.805 1.583 0.187
N -2.607 0.646 0.500
H 2.705 -0.292 -0.865

## b
14
Properties=species:S:1:pos:R:3 method="wB97M-V/def2-TZVPD" mol_weight_g_mol=176.0 homo_energy_ev=-6.68 orbital_gap_ev=7.4
C -0.445 -2.228 -0.084
N -0.098 -0.809 -0.144
Br -2.747 0.328 -0.055
H -0.804 -2.709 -0.980
H -1.446 -2.347 0.612
N 0.409 2.944 0.131
C -0.922 0.274 0.025
N 1.472 0.804 -0.112
H 2.052 -1.135 -0.397
H -0.455 3.322 0.152
H 0.917 3.208 0.872
C 1.215 -0.467 -0.225
H 0.309 -2.804 0.287
C 0.542 1.619 -0.082

So which one is most stable? That would be a, about 3.222 eV below the next structure.

## a
20
Properties=species:S:1:pos:R:3 method="wB97M-V/def2-TZVPD" multiplicity=2 mol_weight_g_mol=116.2 homo_energy_ev="-3.14 / -2.09" orbital_gap_ev="7.1 / 4.6" charge=-1
C 1.017 -0.746 -1.063
H 0.021 1.874 -0.546
H -1.888 -0.726 1.759
H 0.378 -0.618 3.702
H 1.268 -1.862 -0.859
N 0.780 0.013 3.071
O 0.667 0.245 -3.373
H -1.210 -0.935 -0.967
H 0.744 0.626 1.111
H -1.719 1.664 -0.628
C -0.434 -0.127 -1.091
H -0.730 1.721 -2.113
C 0.138 -0.113 1.641
H 0.429 -1.102 1.311
H 0.429 0.964 3.357
C -0.753 1.392 -1.088
H 0.100 -1.663 -2.774
C 0.339 -0.560 -2.413
N -1.217 0.047 1.545
H 1.642 -0.096 -0.582

## b
20
Properties=species:S:1:pos:R:3 method="wB97M-V/def2-TZVPD" multiplicity=2 mol_weight_g_mol=116.2 homo_energy_ev="-1.93 / -1.88" orbital_gap_ev="5.4 / 4.8" charge=-1
N -0.487 1.461 1.415
C 0.438 1.388 0.340
C -1.097 2.771 1.574
C 1.275 -1.300 -0.571
C 0.662 -1.965 -1.637
H -2.132 2.799 1.195
H 0.962 2.340 0.081
H -0.529 3.452 0.965
N 0.663 -1.258 0.749
C -0.827 -2.182 -1.516
H -0.990 -2.660 -0.507
H -1.079 3.196 2.575
H -1.170 -2.770 -2.345
H 0.714 -2.107 1.281
H 2.330 -1.023 -0.577
H 1.271 0.793 0.748
H 0.047 -0.568 1.128
H -1.360 -1.208 -1.491
H 0.065 1.045 -0.665
O 1.242 -2.204 -2.743

So which one is most stable? That would be b, about 1.540 eV below the next structure.

## a
8
Properties=species:S:1:pos:R:3 method="wB97M-V/def2-TZVPD" smiles=N#CCN(Cl)Cl mol_weight_g_mol=125.0 homo_energy_ev=-9.78 orbital_gap_ev=9.4
C -0.028 0.068 0.686
N -1.906 -1.539 0.158
H -0.196 0.860 1.433
N 0.664 0.891 -0.700
C -1.071 -0.797 0.418
Cl -0.403 0.877 -1.959
Cl 2.196 0.156 -0.977
H 0.744 -0.516 0.941

## b
8
Properties=species:S:1:pos:R:3 method="wB97M-V/def2-TZVPD" smiles=ClNC#CNCl mol_weight_g_mol=125.0 homo_energy_ev=-9.02 orbital_gap_ev=8.3
H 1.802 0.522 1.555
N 1.912 0.603 0.624
Cl -2.763 -0.637 0.516
N -1.583 -0.324 -0.833
C 0.541 0.439 0.165
Cl 2.799 -0.870 0.075
H -2.265 0.025 -1.542
C -0.443 0.241 -0.560

So which one is most stable? That would be a, about 1.398 eV below the next structure.

## a
25
Properties=species:S:1:pos:R:3 method="wB97M-V/def2-TZVPD" mol_weight_g_mol=214.7 homo_energy_ev=-13.20 orbital_gap_ev=10.5 charge=+1
H -0.175 1.867 -1.507
H -3.073 -1.387 -1.806
C 2.397 1.803 -2.235
Cl 1.494 3.097 -3.118
S -0.689 -1.496 -1.300
C -2.441 -1.921 -1.179
H 3.260 1.379 -2.949
H -2.873 -1.820 -0.218
N 0.240 0.950 -1.263
C 0.537 1.099 2.225
H 2.634 2.130 -1.266
H 0.762 1.239 -0.333
H -1.254 1.471 4.654
H 0.273 -2.622 0.328
C 1.514 0.584 -1.974
H 0.152 1.038 5.295
C -0.576 0.744 4.479
H -2.600 -2.842 -1.534
N -0.193 0.910 3.118
H 1.328 0.174 -3.073
O 1.210 1.294 1.293
O -0.312 -1.922 0.252
H -0.790 -0.269 4.624
H 1.955 -0.227 -1.588
N -0.857 0.073 -1.213

## b
25
Properties=species:S:1:pos:R:3 method="wB97M-V/def2-TZVPD" mol_weight_g_mol=214.7 homo_energy_ev=-13.78 orbital_gap_ev=10.8 charge=+1
C 0.930 0.711 -2.983
C -0.377 2.972 1.050
H 1.406 1.829 0.257
H 0.705 1.699 -2.695
O -0.241 -2.398 -1.679
S 0.276 -1.762 1.497
H -1.059 0.587 0.869
N -0.212 0.528 0.324
C 0.069 -1.314 -1.953
H -0.830 -3.401 0.270
H 2.533 -2.490 1.593
H 0.975 1.661 1.948
N 0.019 -0.198 -2.298
Cl -1.209 3.368 -0.471
H 0.951 0.380 -4.102
H 1.640 -2.795 -0.028
H -1.038 2.704 1.836
H -0.383 0.650 -0.734
H 0.153 3.883 1.430
O -0.909 -2.828 1.039
H 2.011 0.476 -2.717
C 1.635 -2.903 1.114
H 1.293 -3.805 1.385
N 0.477 -0.698 0.341
C 0.510 1.664 0.866

So which one is most stable? That would be b, about 0.257 eV below the next structure.

## a
9
Properties=species:S:1:pos:R:3 method="wB97M-V/def2-TZVPD" mol_weight_g_mol=157.0 homo_energy_ev="-9.17 / -9.17" orbital_gap_ev="8.6 / 8.6"
H -0.272 -0.794 0.565
S 0.254 -2.538 -0.790
H 0.061 2.227 -0.583
N 0.460 -1.166 0.000
Cl 2.573 -0.503 -1.179
C -1.412 1.201 0.658
Cl -2.389 0.157 1.476
C -0.596 1.673 -0.102
N 1.320 -0.258 -0.045

## b
9
Properties=species:S:1:pos:R:3 method="wB97M-V/def2-TZVPD" smiles="ClC1=CSNN1Cl" mol_weight_g_mol=157.0 homo_energy_ev=-8.41 orbital_gap_ev=8.4
N 0.006 -0.981 0.909
Cl -3.008 1.331 0.127
C -0.349 0.926 -0.692
C -1.495 0.671 -0.071
H 0.445 -1.878 0.953
Cl -1.919 -2.123 -0.475
N -1.246 -0.792 0.849
S 1.000 -0.106 -0.290
H -0.317 1.704 -1.429

So which one is most stable? That would be b, about 1.370 eV below the next structure.

## a
14
Properties=species:S:1:pos:R:3 method="wB97M-V/def2-TZVPD" mol_weight_g_mol=143.2 homo_energy_ev=-8.55 orbital_gap_ev=9.3
C -0.088 0.655 -0.152
C 1.119 1.144 0.125
N -0.082 -0.746 -0.377
C -0.409 -1.685 0.620
H -2.091 0.859 0.488
C -1.398 1.351 -0.194
C 1.236 -1.344 -0.376
O 0.816 -2.305 0.581
O -1.383 -1.911 1.245
H 1.383 2.163 0.316
S 2.426 -0.050 0.134
H -1.818 1.294 -1.198
H -1.282 2.391 0.091
H 1.569 -1.815 -1.304

## b
14
Properties=species:S:1:pos:R:3 method="wB97M-V/def2-TZVPD" mol_weight_g_mol=143.2 homo_energy_ev="-7.94 / -6.49" orbital_gap_ev="7.7 / 6.3"
C 0.719 1.275 0.806
C 0.494 0.463 1.819
O -2.019 -2.154 2.647
O -0.968 -2.899 -0.402
H 0.327 -1.649 -1.212
C -1.349 -1.372 2.112
H -0.151 1.872 -1.060
S -1.442 0.137 0.018
H -1.115 -1.592 -1.841
C -0.281 1.348 -0.184
N -0.618 -1.804 -1.013
H 1.420 2.036 0.894
H 1.330 0.121 2.408
C -0.653 -0.381 1.547

So which one is most stable? That would be a, about 5.284 eV below the next structure.

## a
9
Properties=species:S:1:pos:R:3 method="wB97M-V/def2-TZVPD" smiles=O[Si](O)(F)OOF mol_weight_g_mol=132.1 homo_energy_ev=-10.92 orbital_gap_ev=11.1
H 1.576 0.277 -2.006
O -2.468 -0.092 -0.092
H 1.413 -0.616 1.809
F -2.664 -1.453 0.255
O 1.366 -0.676 0.859
O -1.200 0.284 0.341
F 0.759 1.818 0.451
Si 0.488 0.323 -0.027
O 0.729 0.135 -1.590

## b
9
Properties=species:S:1:pos:R:3 method="wB97M-V/def2-TZVPD" smiles=O[Si](O)(F)OOF mol_weight_g_mol=132.1 homo_energy_ev=-10.69 orbital_gap_ev=10.8
F 1.185 -0.955 -0.432
O 0.227 1.620 -1.018
H 0.945 2.185 -0.746
Si 0.071 0.274 -0.022
O 0.195 0.812 1.543
O -1.695 -1.699 -0.584
O -1.470 -0.411 -0.382
H 0.994 0.370 1.816
F -0.451 -2.195 -0.175

So which one is most stable? That would be a, about 1.041 eV below the next structure.

## a
19
Properties=species:S:1:pos:R:3 method="wB97M-V/def2-TZVPD" smiles="N#CC1=C2CC[C@@H](C2)[C@H]1C#N" mol_weight_g_mol=144.2 homo_energy_ev="-9.34 / -9.34" orbital_gap_ev="8.1 / 8.1"
H -0.394 1.388 -1.520
H -1.102 0.633 1.740
C -1.856 -1.768 -0.013
C 0.506 0.815 -1.197
C 0.063 -0.641 -1.081
C 0.527 1.022 0.312
H 1.035 -0.798 1.634
N -2.740 2.576 -0.118
C -0.936 0.893 0.666
H 1.006 1.998 0.809
C 1.218 -1.351 -0.389
C 1.357 -0.239 0.703
H 1.442 0.802 -1.763
C -1.814 1.920 0.184
H 2.346 -0.008 0.840
C -1.087 -0.657 -0.363
H 0.869 -2.308 0.093
H 2.069 -1.624 -0.879
N -2.507 -2.654 0.343

## b
19
Properties=species:S:1:pos:R:3 method="wB97M-V/def2-TZVPD" smiles=c1ccc(-c2ncc[nH]2)cc1 mol_weight_g_mol=144.2 homo_energy_ev=-8.78 orbital_gap_ev=9.6
H -0.510 -0.744 2.164
C -0.177 1.075 -1.173
C 0.745 0.271 0.924
C -0.087 0.026 -0.346
C -1.123 0.950 -2.255
H -2.210 -0.352 -3.471
N 0.474 -0.336 2.097
H -2.012 -2.449 -1.944
H -1.177 1.805 -3.136
C -1.685 -0.203 -2.577
C 2.290 0.677 2.223
C 1.455 0.036 3.009
C -0.781 -1.130 -0.575
H 3.299 1.174 2.518
N 1.844 0.901 0.952
H 1.695 -0.293 4.064
H -0.499 -2.047 0.212
H 0.041 1.912 -0.952
C -1.580 -1.273 -1.734

So which one is most stable? That would be b, about 2.053 eV below the next structure.

## a
11
Properties=species:S:1:pos:R:3 method="wB97M-V/def2-TZVPD" mol_weight_g_mol=98.6 homo_energy_ev=-8.90 orbital_gap_ev=9.7
S -0.938 0.973 -1.203
H -0.507 -0.403 0.728
H 1.997 0.752 -0.635
H -2.826 -2.131 0.249
C 0.070 -0.116 -0.150
Cl -1.643 -1.678 0.130
H -1.044 1.985 -0.324
H 0.215 -1.017 -0.748
C 1.412 0.483 0.250
H 1.276 1.389 0.851
H 1.988 -0.236 0.852

## b
11
Properties=species:S:1:pos:R:3 method="wB97M-V/def2-TZVPD" mol_weight_g_mol=98.6 homo_energy_ev=-8.26 orbital_gap_ev=9.1
H -1.421 0.672 0.572
H 0.508 -1.040 0.990
C 2.356 -0.521 -0.023
H 2.769 -1.535 0.014
C 0.844 -0.583 0.058
S -1.671 -0.451 -0.113
H -2.206 -1.063 0.950
Cl 0.119 1.056 0.000
H 2.681 -0.049 -0.955
H 2.770 0.049 0.812
H 0.419 -1.145 -0.782

So which one is most stable? That would be a, about 1.866 eV below the next structure.

## a
12
Properties=species:S:1:pos:R:3 method="wB97M-V/def2-TZVPD" mol_weight_g_mol=149.6 homo_energy_ev=-9.00 orbital_gap_ev=8.0
H -1.018 -1.917 0.068
H -1.148 1.757 0.377
O 1.863 2.051 -0.461
S 1.829 -1.875 -0.213
N -0.200 1.427 0.448
C 1.153 -0.591 0.566
C 0.737 2.314 -0.069
H 1.737 -0.049 1.319
C -0.093 -0.011 0.311
Cl -2.738 -0.292 -0.216
C -1.151 -0.814 0.212
H 0.321 3.384 -0.249

## b
12
Properties=species:S:1:pos:R:3 method="wB97M-V/def2-TZVPD" mol_weight_g_mol=149.6 homo_energy_ev=-8.94 orbital_gap_ev=7.4
Cl 2.192 -2.945 0.254
C 1.065 -0.473 -0.152
C 1.744 0.688 -0.019
N 4.358 -0.270 -0.121
S 3.510 0.939 -0.046
O 3.761 2.422 0.117
H 1.431 1.740 -0.047
H -0.921 -0.826 0.757
C -0.510 -0.299 -0.115
C 1.670 -1.665 -0.580
H -1.145 -0.829 -0.961
H -0.725 0.783 -0.060

So which one is most stable? That would be a, about 5.871 eV below the next structure.

## a
15
Properties=species:S:1:pos:R:3 method="wB97M-V/def2-TZVPD" multiplicity=2 mol_weight_g_mol=90.1 homo_energy_ev="-12.97 / -12.97" orbital_gap_ev="8.8 / 3.5" charge=+1
H -1.496 -0.854 -1.870
H -4.132 2.333 6.436
H 1.764 -1.662 -1.963
O 2.543 0.175 -2.277
O -3.775 1.487 6.728
H 1.773 -2.013 -0.527
H 0.376 -1.687 -1.301
H -3.515 1.067 5.902
O 0.627 1.112 -1.199
H 1.552 0.692 -1.506
H 0.519 1.931 -1.707
H 3.300 0.430 -2.847
H -0.062 0.225 -1.277
O 1.299 -2.289 -1.346
O -0.772 -0.944 -1.245

## b
15
Properties=species:S:1:pos:R:3 method="wB97M-V/def2-TZVPD" multiplicity=2 mol_weight_g_mol=90.1 homo_energy_ev="-15.54 / -14.76" orbital_gap_ev="12.1 / 3.4" charge=+1
O -1.274 -0.601 -1.659
H -1.188 0.338 -1.824
H 1.149 2.820 -0.139
H -1.453 -2.667 2.600
H 0.365 0.572 0.868
H 0.719 -0.529 -1.797
H -2.121 -0.835 -2.038
H -0.460 -0.435 0.095
H 1.997 0.031 -1.210
H 1.982 2.556 1.097
H -0.868 -1.368 2.087
O 1.492 -0.012 -2.022
O -1.663 -1.742 2.467
O 0.079 -0.342 0.880
O 1.243 2.213 0.596

So which one is most stable? That would be b, about 0.465 eV below the next structure.

## a
9
Properties=species:S:1:pos:R:3 method="wB97M-V/def2-TZVPD" mol_weight_g_mol=198.0 homo_energy_ev="-9.31 / -9.31" orbital_gap_ev="8.8 / 8.8"
H -0.217 0.221 -1.455
C 0.906 -1.408 0.399
I -2.687 -0.695 -0.005
C 1.424 -0.320 0.323
O 0.177 2.143 0.173
O -0.862 1.389 0.230
H 1.460 0.755 0.197
C -0.988 0.386 -0.611
H 0.787 -2.470 0.747

## b
9
Properties=species:S:1:pos:R:3 method="wB97M-V/def2-TZVPD" mol_weight_g_mol=198.0 homo_energy_ev="-8.04 / -8.04" orbital_gap_ev="6.3 / 6.3"
C -0.682 -0.615 -0.806
I 3.111 -0.548 0.811
H 0.055 -0.687 1.322
O 0.324 2.469 0.325
C 0.249 1.331 0.416
H -0.612 -1.708 -0.870
O -1.642 -0.036 0.060
C -0.265 -0.028 0.430
H -0.539 -0.179 -1.688

## c
9
Properties=species:S:1:pos:R:3 method="wB97M-V/def2-TZVPD" mol_weight_g_mol=198.0 homo_energy_ev="-8.82 / -8.16" orbital_gap_ev="8.3 / 6.1"
C -1.149 -0.122 2.002
H 1.309 -1.554 -1.583
C 0.800 -0.793 -0.875
H -0.185 -0.748 -1.228
O 0.840 1.617 -0.635
C 1.217 0.569 -0.963
I -1.541 2.163 0.380
O -1.999 -0.046 2.750
H 0.708 -1.087 0.152

So which one is most stable? That would be c, about 0.581 eV below the next structure.